[1]
DFT (ωB97M-V/def2-TZVPD) results for the molecule C3H7N5 at a distorted geometry.

## Properties
* 2S+1: 1
* gap between HOMO and LUMO: 8.589 eV
* max |F|: 5.92 eV Å⁻¹
* energy: -10672.277 eV

The geometry in XYZ format:
```
15
Properties=species:S:1:pos:R:3:forces:R:3
H 2.699 1.404 0.410 -2.4843 1.3171 -1.1907
N 1.754 1.914 0.114 1.0820 -2.2614 0.3153
C 0.913 1.002 -0.251 -0.5883 1.7561 1.2525
N -0.569 1.220 -0.293 4.0819 4.2829 0.1318
C -1.215 0.084 -0.038 -0.9845 -0.2509 0.0745
N -2.599 0.234 0.238 -1.3857 -0.7718 -3.2148
C -0.323 -0.867 -0.211 0.1834 -3.7712 -0.7662
N 1.021 -0.326 -0.390 -2.4992 -1.7514 -0.9221
N 2.018 -1.106 0.209 -0.8110 -0.6048 0.5254
H -0.611 1.970 0.375 -1.1616 0.6294 0.0369
H -3.008 -0.622 0.623 0.3615 0.2653 -0.1069
H -3.100 0.344 -0.766 1.3293 -0.0480 3.0425
H -0.577 -1.935 -0.487 0.7511 1.3346 0.6171
H 2.183 -1.816 -0.525 0.2115 0.0834 1.1612
H 1.416 -1.499 0.995 1.9138 -0.2091 -0.9566
```
Positions in Å, forces in eV/Å.

Okay, here come the Mulliken numbers, in e, for every atom: number 1, H, carries 0.267; number 2, N, carries -0.729; number 3, C, carries 0.365; number 4, N, carries -0.357; number 5, C, carries 0.450; number 6, N, carries -0.552; number 7, C, carries -0.832; number 8, N, carries 0.247; number 9, N, carries -0.676; number 10, H, carries 0.296; number 11, H, carries 0.298; number 12, H, carries 0.327; number 13, H, carries 0.302; number 14, H, carries 0.287; number 15, H, carries 0.308


[2]
DFT (ωB97M-V/def2-TZVPD) results for the molecule C3H7N5 at a distorted geometry.

## Properties
* 2S+1: 1
* gap between HOMO and LUMO: 9.172 eV
* max |F|: 3.98 eV Å⁻¹
* energy: -10671.152 eV

The geometry in XYZ format:
```
15
Properties=species:S:1:pos:R:3:forces:R:3
C -2.782 -0.840 -0.133 -0.5244 0.1313 -0.5100
N -2.074 0.017 -0.750 -0.8637 -1.0033 0.9814
N -0.746 -0.332 -0.538 -0.4301 -0.1945 -1.5191
C -0.023 0.465 -1.202 3.0409 0.6221 1.9615
N 1.372 0.372 -1.034 -0.6265 0.6948 -1.6646
C 2.083 0.106 -0.019 0.0363 -1.7258 -0.5111
N 1.764 0.023 1.275 -0.2686 0.2858 1.6203
N 0.421 0.421 1.589 -0.0790 -3.9650 0.3309
H -3.843 -0.730 -0.079 -0.5810 0.1888 -0.1596
H -2.343 -1.736 0.278 0.2095 -0.1119 0.3781
H -0.425 1.304 -1.764 0.1331 -0.2407 -0.2366
H 3.074 -0.326 -0.155 0.3470 0.5282 -0.3957
H 2.329 -0.584 1.934 -0.9836 1.1538 -1.2920
H 0.475 0.769 2.523 -0.2196 0.2125 0.8591
H -0.094 -0.587 1.587 0.8097 3.4239 0.1574
```
Positions in Å, forces in eV/Å.

Okay, here come the Mulliken numbers, in e, for every atom: number 1, C, carries -0.329; number 2, N, carries -0.547; number 3, N, carries -0.209; number 4, C, carries 0.100; number 5, N, carries -0.529; number 6, C, carries 0.034; number 7, N, carries -0.161; number 8, N, carries -0.512; number 9, H, carries 0.290; number 10, H, carries 0.337; number 11, H, carries 0.444; number 12, H, carries 0.323; number 13, H, carries 0.246; number 14, H, carries 0.243; number 15, H, carries 0.269


[3]
DFT (ωB97M-V/def2-TZVPD) results for a cluster of 2 separate species, C3H7NO in total at a distorted geometry.

## Properties
* 2S+1: 2
* gap between HOMO and LUMO (alpha / beta): 5.174 / 7.835 eV
* ⟨S²⟩: 0.76
* max |F|: 1.95 eV Å⁻¹
* energy: -6760.364 eV
* net charge: -1

The geometry in XYZ format:
```
12
Properties=species:S:1:pos:R:3:forces:R:3
C -1.100 -0.095 -0.658 -0.6483 -0.4246 -1.4373
N -1.228 0.216 0.642 1.3992 -0.0288 -0.6829
C 2.741 0.047 0.232 -0.2172 0.7819 1.7703
C -0.073 -0.199 1.259 0.4825 -0.6403 1.3728
O -1.827 0.152 -1.643 -0.6423 0.4529 0.6972
H -0.227 -0.705 -1.004 0.3520 0.0199 0.7917
H 2.017 0.833 0.005 0.7005 0.3655 -0.7465
H 3.790 0.105 -0.044 -0.2347 0.0323 -1.1346
H 2.843 0.210 1.316 -0.3716 -0.5719 0.0352
H 0.410 0.134 2.177 -1.0584 0.8100 0.2689
H 2.158 -0.840 0.041 0.7003 -0.5257 -0.1455
H 0.534 -1.048 0.963 -0.4621 -0.2712 -0.7892
```
Positions in Å, forces in eV/Å.

Okay, here come the Mulliken numbers, in e, for every atom: number 1, C, carries 0.089; number 2, N, carries -0.641; number 3, C, carries -1.080; number 4, C, carries -0.645; number 5, O, carries -0.614; number 6, H, carries 0.190; number 7, H, carries 0.323; number 8, H, carries 0.326; number 9, H, carries 0.264; number 10, H, carries 0.350; number 11, H, carries 0.167; number 12, H, carries 0.272


[4]
DFT (ωB97M-V/def2-TZVPD) results for a cluster of 2 separate species, C3H7NO in total.

## Properties
* 2S+1: 2
* gap between HOMO and LUMO (alpha / beta): 3.544 / 6.953 eV
* ⟨S²⟩: 0.75
* max |F|: 0.90 eV Å⁻¹
* energy: -6759.431 eV
* net charge: -1

The geometry in XYZ format:
```
12
Properties=species:S:1:pos:R:3:forces:R:3
O 1.469 3.134 -0.822 -0.0542 -0.0609 0.3667
C 2.050 1.991 -0.801 0.0018 -0.1502 -0.6753
H 2.303 1.411 0.098 -0.0764 0.1922 0.2667
H 2.439 1.557 -1.741 0.0145 -0.0852 0.0702
C -1.144 -1.443 1.337 0.0795 0.0778 -0.3827
C -0.936 -0.601 -0.787 0.6571 0.6023 -0.0910
N -1.153 -1.647 -0.114 -0.3859 -0.2351 0.3616
H -2.034 -0.854 1.570 0.1111 -0.0056 0.3712
H -0.243 -0.913 1.647 0.0154 0.2379 0.1077
H -1.181 -2.382 1.885 -0.1002 -0.1398 -0.1354
H -0.988 -0.626 -1.857 -0.0421 -0.2989 -0.6136
H -0.583 0.372 -0.414 -0.2207 -0.1346 0.3540
```
Positions in Å, forces in eV/Å.

Okay, here come the Mulliken numbers, in e, for every atom: number 1, O, carries -0.707; number 2, C, carries -0.485; number 3, H, carries 0.185; number 4, H, carries 0.175; number 5, C, carries -0.754; number 6, C, carries -0.232; number 7, N, carries -0.502; number 8, H, carries 0.272; number 9, H, carries 0.318; number 10, H, carries 0.253; number 11, H, carries 0.315; number 12, H, carries 0.161


Question: Which of these has the highest energy?
Answer: number 4